1.
62
Properties=species:S:1:pos:R:3:forces:R:3 method="wB97M-V/def2-TZVPD" spin_multiplicity=3 charge=+2 homo_lumo_gap_ha="0.3093 / 0.3134"
V -0.161 -0.048 -0.084 -0.07 0.49 0.52
N 1.358 -0.628 1.400 -0.11 0.00 -0.19
C 1.156 0.163 2.671 0.01 0.01 -0.12
C 0.483 -0.665 3.748 0.03 0.00 0.04
C -0.972 -1.059 3.497 -0.03 0.01 0.05
C -1.240 -2.063 2.378 -0.01 -0.02 -0.04
N -1.508 -1.405 1.063 0.07 0.05 -0.10
H 1.247 -1.616 1.614 0.02 0.01 0.03
H 2.326 -0.549 1.106 -0.01 0.02 -0.03
H 0.560 1.048 2.436 0.00 0.01 0.03
H 2.130 0.507 3.016 -0.02 -0.01 0.04
H 0.524 -0.086 4.672 -0.02 0.02 -0.01
H 1.082 -1.562 3.939 0.00 -0.01 -0.01
H -1.582 -0.164 3.334 0.02 0.01 -0.01
H -1.349 -1.499 4.421 0.01 -0.01 -0.01
H -2.110 -2.668 2.636 0.01 0.02 0.02
H -0.410 -2.762 2.253 0.00 0.00 0.01
H -2.275 -0.751 1.221 -0.01 -0.01 0.00
H -1.880 -2.117 0.438 0.03 -0.01 -0.01
C -1.633 -2.074 -3.754 0.03 0.02 -0.01
C -1.653 -1.109 -2.614 0.01 0.14 0.00
N -0.717 -1.081 -1.745 -0.03 -0.03 0.14
O 0.376 -1.940 -1.808 -0.16 -0.16 -0.12
C -2.792 0.993 -1.496 -0.09 -0.02 0.07
C -4.100 1.488 -0.963 0.01 0.00 -0.02
N -1.622 1.054 -0.671 0.41 -0.11 0.09
O -1.366 1.360 0.617 -0.11 -0.25 -0.21
H -1.324 -3.066 -3.419 0.00 0.00 -0.01
H -0.938 -1.727 -4.525 0.00 -0.01 0.00
H -2.612 -2.143 -4.219 -0.01 -0.02 0.01
H 0.549 -2.192 -2.728 0.06 -0.01 -0.08
H -4.763 1.724 -1.795 0.00 0.02 0.00
H -3.947 2.383 -0.366 0.00 0.00 0.01
H -4.577 0.720 -0.352 0.00 0.00 0.00
O -1.637 2.220 -6.528 0.02 -0.02 -0.01
C -2.812 1.801 -5.866 -0.01 -0.04 -0.01
C -2.415 1.224 -4.526 -0.05 -0.02 0.03
C -3.229 0.412 -3.847 0.02 -0.01 -0.06
C -2.854 -0.168 -2.491 -0.04 -0.07 -0.04
N -1.760 2.008 -1.724 0.06 -0.09 -0.09
C -0.782 1.806 -2.743 0.01 0.07 -0.04
C -1.076 1.553 -4.019 0.06 0.05 0.08
C 0.614 2.048 -2.292 0.03 0.03 0.01
C 1.404 2.937 -3.000 0.00 0.00 0.06
C 2.708 3.190 -2.597 -0.03 0.00 -0.03
C 3.592 4.123 -3.389 0.03 0.00 -0.03
O 2.863 4.961 -4.249 -0.04 -0.02 0.03
C 3.163 2.541 -1.455 -0.01 -0.06 0.01
C 2.321 1.670 -0.801 0.02 0.01 0.01
N 1.068 1.395 -1.195 -0.16 -0.08 0.00
H -1.870 2.655 -7.355 0.00 -0.01 0.01
H -3.346 1.041 -6.445 -0.04 0.03 0.02
H -3.496 2.640 -5.695 0.03 0.02 0.01
H -4.197 0.147 -4.253 0.00 -0.01 0.00
H -3.672 -0.827 -2.175 -0.01 0.02 0.00
H -0.272 1.582 -4.743 -0.02 0.00 -0.03
H 0.995 3.459 -3.854 0.01 0.00 -0.01
H 4.236 3.503 -4.020 0.02 0.00 0.03
H 4.249 4.677 -2.715 -0.03 0.01 0.01
H 2.653 5.788 -3.803 0.03 0.02 -0.02
H 4.157 2.712 -1.064 0.01 0.01 -0.01
H 2.665 1.176 0.097 0.02 0.01 -0.01

2.
60
Properties=species:S:1:pos:R:3:forces:R:3 method="wB97M-V/def2-TZVPD" homo_lumo_gap_ha=0.3739 e_above_lowest_kcal_mol=110.47
O -3.347 0.852 -1.543 -0.23 0.95 -0.38
H -3.332 -0.017 -1.119 -0.83 0.16 -0.28
H -4.087 0.953 -2.183 0.54 -0.76 1.01
O 1.673 2.010 2.678 -1.15 -2.91 -0.96
H 1.142 1.169 2.463 0.25 1.90 0.63
H 2.519 1.560 2.478 0.52 0.96 0.32
O 0.392 -5.353 -0.182 -0.39 -0.38 -0.51
H 1.285 -5.693 -0.270 0.28 0.17 0.12
H -0.131 -6.052 -0.609 -0.01 0.30 0.28
O -0.724 5.189 1.098 -1.22 1.17 -0.09
H -1.614 5.589 0.869 1.61 -0.86 0.34
H -0.796 4.292 0.776 -0.26 -0.21 0.00
O 3.228 -2.539 1.923 0.19 0.18 -0.06
H 3.465 -1.650 1.583 0.25 -1.01 0.66
H 3.962 -2.935 2.438 -0.53 0.86 -0.57
O 1.201 3.717 5.046 -2.08 -0.63 0.56
H 0.281 3.345 5.174 1.47 0.86 0.24
H 1.379 3.318 4.198 0.65 -0.24 -0.74
O 4.239 1.395 1.948 0.18 0.04 0.19
H 4.132 1.470 1.004 -0.02 -0.20 -0.76
H 4.580 2.268 2.167 0.10 0.04 0.38
O 4.211 0.924 -2.037 -0.31 0.28 -0.13
H 4.273 1.167 -2.979 0.00 -0.16 0.54
H 3.280 1.050 -1.803 0.24 0.05 -0.08
O 1.568 -0.922 -3.827 -1.02 -0.03 0.31
H 2.241 -1.186 -4.454 0.02 0.11 -0.03
H 2.006 -0.220 -3.336 -0.09 -0.17 -0.10
O -4.531 1.850 1.309 -0.40 0.88 0.45
H -5.096 2.433 1.862 0.61 -0.59 -0.60
H -3.648 2.280 1.290 -0.83 -0.23 0.06
O -0.526 -2.503 -1.431 0.07 -1.92 -0.08
H -0.492 -3.504 -1.315 -0.08 1.70 0.23
H -0.041 -2.395 -2.257 0.36 0.26 -0.07
O -0.173 1.138 -0.524 -1.10 1.47 2.95
H -0.594 1.501 0.376 0.74 -1.52 -2.58
H 0.249 1.958 -0.796 0.26 -0.05 -0.46
O 0.663 -3.493 4.700 0.38 0.18 -1.18
H -0.055 -3.019 5.110 -0.37 0.22 0.22
H 0.704 -3.129 3.787 0.05 -0.41 0.97
O -3.313 -3.099 -3.960 1.17 0.65 0.46
H -2.696 -2.759 -3.267 -0.93 -0.46 -0.49
H -3.072 -2.475 -4.662 -0.35 -0.22 0.05
O -2.747 -2.087 0.390 0.19 0.43 -1.00
H -2.789 -1.274 0.882 -0.49 0.29 1.00
H -2.186 -1.776 -0.341 0.00 -0.92 -0.26
O -2.402 4.051 -0.725 0.41 -0.64 -0.88
H -1.586 3.882 -1.210 0.62 0.77 0.29
H -2.867 3.362 -1.206 -1.23 -0.39 0.40
O 4.138 -0.895 -3.984 1.06 -2.14 0.69
H 4.311 -1.169 -3.056 -0.14 1.24 -0.20
H 4.170 -1.819 -4.305 0.05 0.67 -0.82
O -1.981 -0.545 -3.314 0.57 -0.55 -0.17
H -2.257 0.138 -2.692 -0.15 0.35 0.01
H -1.308 -1.020 -2.808 -0.01 0.16 -0.26
O -2.010 1.731 1.739 1.75 -1.36 2.01
H -1.296 1.879 2.415 -0.68 0.55 -0.91
H -2.303 0.862 2.119 -0.19 0.84 -0.85
O -0.534 -1.021 1.816 0.26 0.01 -1.19
H -0.745 -0.959 0.860 -0.03 0.62 0.57
H -0.012 -1.822 1.700 0.26 -0.34 0.75

3.
15
Properties=species:S:1:pos:R:3:forces:R:3 method="wB97M-V/def2-TZVPD" charge=+1 homo_lumo_gap_ha=0.3517 e_above_lowest_kcal_mol=4.58
C -1.925 0.750 -0.941 0.52 -0.37 0.36
N -0.871 0.187 -1.869 -0.73 -0.10 -0.09
H -2.829 0.875 -1.523 -0.13 0.07 0.08
H -2.041 0.043 -0.116 -0.15 0.04 -0.33
H -1.577 1.676 -0.506 0.08 0.25 -0.18
H -0.627 0.839 -2.612 -0.08 0.08 -0.13
H -1.275 -0.651 -2.295 0.31 0.06 -0.14
H 0.013 -0.081 -1.421 0.15 0.03 0.36
C 1.222 -0.663 2.517 0.13 -0.25 0.24
S 0.932 0.308 1.032 0.17 -0.06 -0.24
S 2.041 -0.698 -0.406 -0.19 0.17 0.42
H 1.349 -1.697 2.232 -0.08 -0.28 -0.05
H 0.334 -0.580 3.138 -0.04 0.08 0.07
H 2.104 -0.357 3.077 -0.08 0.24 -0.16
H 3.150 0.047 -0.308 0.13 0.04 -0.19

4.
25
Properties=species:S:1:pos:R:3:forces:R:3 method="wB97M-V/def2-TZVPD" charge=+1 homo_lumo_gap_ha=0.3450
C -2.341 -0.321 2.655 -0.06 -0.08 -0.13
C -2.323 -0.275 1.115 -0.31 -0.11 0.35
S -0.656 -0.199 0.476 0.19 0.16 -0.12
F -0.784 1.019 -0.514 -0.04 0.01 -0.07
C -0.585 -1.595 -0.617 0.17 -0.23 -0.11
C 0.707 -1.704 -1.442 0.01 -0.03 0.09
C 0.815 -0.741 -2.610 0.06 -0.14 -0.05
Cl 0.699 -3.386 -2.042 0.04 -0.02 -0.01
H -2.577 -1.324 3.004 0.06 0.02 0.01
H -1.390 -0.021 3.095 -0.02 0.05 -0.01
H -3.107 0.356 3.024 -0.01 -0.02 0.02
H -2.810 -1.136 0.659 -0.01 0.02 -0.01
H -2.807 0.623 0.722 0.14 0.05 -0.04
H -0.615 -2.411 0.120 -0.04 -0.01 -0.06
H -1.483 -1.651 -1.236 -0.01 0.13 0.04
H 1.578 -1.627 -0.789 -0.06 0.05 0.03
H 1.787 -0.871 -3.082 -0.02 0.00 -0.01
H 0.052 -0.963 -3.357 -0.05 0.10 0.06
H 0.734 0.299 -2.295 -0.02 0.01 0.02
C 2.060 2.807 0.609 -0.04 -0.05 -0.02
C 3.421 2.355 0.352 -0.07 0.12 0.01
N 4.489 2.000 0.137 0.08 -0.12 -0.03
H 1.717 2.417 1.567 -0.01 0.03 0.00
H 2.013 3.894 0.637 0.04 0.00 0.00
H 1.407 2.454 -0.190 -0.01 0.07 0.04

5.
78
Properties=species:S:1:pos:R:3:forces:R:3 method="wB97M-V/def2-TZVPD" charge=+1 homo_lumo_gap_ha=0.2966
C 2.129 -5.374 1.016 0.46 0.04 -0.08
C 3.030 -4.282 1.602 -0.32 -0.77 0.26
N 2.405 -3.035 2.026 0.30 0.15 -0.51
C 1.447 -3.171 3.102 0.00 -0.22 0.67
C 1.824 -2.460 4.424 -0.07 0.40 -0.38
C 3.248 -1.937 4.522 0.02 -0.23 0.52
C 4.214 -2.978 5.073 0.07 0.32 0.10
F 4.383 -2.784 6.416 -0.07 -0.13 -0.26
F 3.749 -4.247 4.917 0.12 0.04 0.02
C 5.623 -2.929 4.436 0.53 -0.49 0.08
F 6.541 -3.508 5.241 -0.55 0.40 -0.63
F 6.003 -1.656 4.204 -0.07 -0.50 0.14
F 5.614 -3.593 3.261 0.16 0.38 0.57
C 2.031 -2.067 1.030 -0.58 -0.24 0.15
O 1.698 -0.907 1.783 0.19 0.09 0.38
C 0.801 -2.489 0.189 0.07 0.32 -0.56
C -0.063 -1.363 -0.383 -0.46 -0.34 0.45
O -1.274 -1.215 0.373 -0.01 0.24 -0.40
C 3.196 -1.706 0.074 0.63 -0.15 -0.26
F 3.362 -2.706 -0.832 -0.06 0.16 0.05
Br 4.904 -1.537 1.024 -0.18 0.19 -0.18
O 2.891 -0.581 -0.695 -0.14 -0.25 0.44
C 3.465 0.668 -0.390 -0.62 1.08 -0.30
P 2.544 1.913 -1.416 0.21 -0.96 -1.48
O 2.135 1.321 -2.689 -0.34 0.01 0.10
O 1.308 2.482 -0.550 0.66 0.05 0.14
O 3.524 3.130 -1.692 -0.08 -0.07 0.77
H 1.628 -5.081 0.103 -0.22 0.07 -0.08
H 2.777 -6.207 0.758 0.07 -0.19 -0.05
H 1.425 -5.754 1.746 -0.34 0.05 0.05
H 3.468 -4.713 2.497 0.15 0.06 0.16
H 3.864 -4.129 0.932 0.08 0.37 -0.12
H 0.465 -2.807 2.819 -0.19 0.08 -0.20
H 1.301 -4.222 3.324 0.12 -0.26 -0.10
H 1.160 -1.609 4.540 -0.05 0.20 0.03
H 1.625 -3.109 5.268 -0.11 -0.20 0.14
H 3.257 -1.142 5.260 0.12 0.22 0.10
H 3.612 -1.514 3.596 -0.05 -0.13 -0.26
H 1.640 -0.168 1.182 -0.09 0.15 -0.27
H 1.103 -3.132 -0.627 0.27 -0.09 -0.09
H 0.138 -3.088 0.797 -0.06 -0.10 0.29
H -0.374 -1.619 -1.388 -0.05 -0.01 -0.21
H 0.449 -0.409 -0.441 0.20 0.20 -0.18
H -1.077 -0.662 1.128 0.05 -0.03 0.38
H 3.381 0.933 0.663 0.27 -0.10 0.26
H 4.496 0.745 -0.716 0.31 -0.20 0.08
H 1.119 1.854 0.151 -0.35 0.06 0.31
H 4.267 3.168 -1.080 0.13 0.34 0.05
C -0.954 2.172 -3.013 -0.17 0.03 0.09
C -2.044 1.306 -2.370 0.22 0.21 -0.16
C -3.454 1.456 -2.928 0.12 -0.18 0.14
N -4.309 2.582 -2.379 -0.08 -0.15 -0.12
C -5.577 2.590 -3.206 -0.14 0.11 -0.02
C -6.463 3.795 -2.956 0.00 0.12 0.04
C -5.686 5.087 -3.172 -0.01 0.01 0.04
C -4.476 5.104 -2.250 -0.12 0.01 -0.03
C -3.582 3.896 -2.484 -0.08 0.24 0.06
C -4.648 2.284 -0.961 -0.01 0.12 0.04
H -0.932 3.188 -2.622 -0.01 0.03 -0.05
H 0.024 1.740 -2.816 -0.03 -0.02 -0.11
H -1.080 2.222 -4.097 0.01 -0.02 0.00
H -2.029 1.415 -1.285 -0.03 -0.09 0.05
H -1.778 0.267 -2.560 -0.08 -0.10 0.07
H -4.029 0.553 -2.725 -0.05 0.01 -0.04
H -3.414 1.595 -4.007 0.01 0.07 -0.02
H -5.264 2.570 -4.249 0.04 0.01 -0.01
H -6.096 1.659 -2.981 0.05 -0.07 -0.04
H -7.310 3.743 -3.640 0.01 -0.13 -0.01
H -6.881 3.769 -1.947 -0.02 0.00 -0.01
H -6.322 5.950 -2.984 0.00 0.00 0.01
H -5.359 5.152 -4.214 -0.01 0.00 -0.01
H -4.798 5.146 -1.207 0.01 0.01 0.00
H -3.879 6.000 -2.422 0.10 -0.05 0.02
H -2.785 3.871 -1.747 0.11 -0.09 -0.10
H -3.149 3.930 -3.483 0.04 -0.04 -0.02
H -3.735 2.267 -0.376 0.00 -0.02 0.03
H -5.138 1.315 -0.919 0.00 -0.02 0.03
H -5.311 3.052 -0.578 -0.01 -0.01 0.03

6.
63
Properties=species:S:1:pos:R:3:forces:R:3 method="wB97M-V/def2-TZVPD" spin_multiplicity=5 charge=+3 homo_lumo_gap_ha="0.2470 / 0.1938" e_above_lowest_kcal_mol=0.00
Ir -0.490 0.404 0.477 0.09 -0.49 -0.11
P -1.713 2.319 0.739 -1.75 2.24 0.74
P -1.940 -1.298 1.871 -0.31 -1.26 1.17
P 1.500 1.488 -0.425 1.70 0.13 -1.12
H 1.190 -4.332 -0.140 0.42 -0.09 -0.05
C 2.152 -3.852 0.063 -0.20 0.25 1.05
C 2.491 -3.559 1.333 0.40 -0.65 -0.33
H 1.919 -3.949 2.193 0.03 0.47 -0.56
C -3.053 2.622 -0.497 0.28 -0.16 0.04
C -2.579 2.271 2.359 0.03 0.12 -0.43
C -0.868 3.940 0.760 0.26 -0.10 0.03
C -1.109 -2.896 1.603 0.64 -0.15 -0.51
C -2.424 -1.424 3.656 0.07 0.56 0.11
C -3.465 -1.370 0.911 -0.18 0.42 -0.21
C 2.897 0.348 -0.866 -0.13 0.09 -0.20
C 2.338 2.620 0.745 -0.29 0.11 0.32
C 1.298 2.461 -1.947 -0.08 0.11 -0.10
H 2.816 -3.678 -0.781 -0.08 0.14 0.18
H 3.466 -3.123 1.596 -0.41 -0.21 -0.25
H -3.665 3.471 -0.139 0.31 -0.38 -0.08
H -3.686 1.737 -0.611 0.05 0.15 -0.05
H -2.600 2.886 -1.464 -0.18 -0.12 0.27
H -3.135 3.209 2.487 0.08 -0.25 0.10
H -1.824 2.175 3.147 -0.22 0.06 -0.01
H -3.279 1.422 2.398 0.22 0.32 0.01
H -1.632 4.732 0.749 0.17 -0.27 0.05
H -0.229 4.074 -0.126 -0.18 -0.05 0.33
H -0.273 4.038 1.679 -0.14 0.05 -0.33
H -1.837 -3.622 1.209 0.18 0.19 0.27
H -0.662 -3.275 2.536 -0.28 0.14 -0.33
H -0.296 -2.800 0.861 -0.41 -0.16 0.26
H -3.389 -1.947 3.786 0.42 0.11 -0.26
H -2.523 -0.418 4.091 -0.08 -0.32 -0.10
H -1.644 -1.956 4.229 -0.32 0.22 -0.37
H -3.901 -2.370 1.011 0.04 0.14 0.13
H -3.258 -1.174 -0.144 -0.15 -0.09 0.17
H -4.171 -0.627 1.293 -0.02 -0.11 -0.12
H 3.198 0.536 -1.910 -0.10 -0.14 0.39
H 2.609 -0.706 -0.776 0.21 0.26 -0.04
H 3.754 0.574 -0.223 -0.13 -0.22 -0.13
H 2.633 3.533 0.210 0.00 -0.21 0.23
H 3.236 2.117 1.121 -0.22 0.26 0.08
H 1.680 2.896 1.577 0.31 0.01 -0.11
H 1.593 1.846 -2.806 -0.10 0.28 0.23
H 1.987 3.314 -1.855 -0.36 -0.14 -0.33
H 0.259 2.788 -2.091 0.36 0.11 0.01
C 0.026 -0.662 -2.740 -0.04 0.00 -0.53
C 0.216 -0.005 -3.987 0.04 0.18 -0.33
C 1.287 -0.370 -4.815 -0.70 0.28 0.34
C 2.124 -1.427 -4.447 0.04 -0.08 0.08
C 1.876 -2.121 -3.260 -0.42 -0.52 0.99
C 0.819 -1.769 -2.407 0.63 -0.38 -0.30
S -1.193 -0.063 -1.657 0.31 -0.13 -0.58
H -0.866 0.269 2.115 -0.84 -0.55 -0.44
H -0.477 0.801 -4.270 0.47 -0.39 0.04
H 1.457 0.158 -5.750 -0.12 -0.07 0.15
H 2.960 -1.756 -5.077 -0.45 0.31 0.20
H 2.526 -2.965 -2.999 -0.39 0.34 -0.13
H 0.547 -2.331 -1.505 0.48 0.11 -0.38
N 1.125 -0.673 1.561 0.51 -0.43 1.32
H 0.773 -1.085 2.442 0.37 0.05 -0.53
H 1.842 -0.013 1.861 0.20 -0.11 -0.06
H 1.587 -1.434 1.044 -0.01 0.01 0.06

For each record above, in turn, the calculated largest force on an atom values are 0.722, 3.473, 0.744, 0.488, 1.777, 2.939 eV/Å.
For each record above, in turn, the calculated molecular weight values are 470.45, 360.30, 112.24, 198.71, 642.43, 575.72 g/mol.
For each record above, in turn, the calculated electronic energy values are -2353.60732, -1528.70693, -933.07691, -1287.80649, -4900.14467, -2251.97175 Eh.